Below is a structure of composition C22H56N5O3SSiV, with properties calculated with wB97M-V/def2-TZVPD.

As for the multiplicity: 2. Its total energy is -81717.051 eV. The HOMO energy (spin up / spin down) is -10.116 / -9.910 eV. As for the energy relative to the best compared isomer or geometry (same formula, charge and spin): 11.4 kJ/mol. The LUMO energy (spin up / spin down) comes out at -2.495 / -2.490 eV. The net charge is +1. The largest force on an atom comes out at 0.2 eV Å⁻¹.

```
89
Properties=species:S:1:pos:R:3:forces:R:3
V -0.084 -0.503 0.832 0.122 0.074 -0.066
N -1.352 1.229 0.621 0.099 -0.031 0.033
C -1.335 2.040 1.855 -0.033 0.004 -0.017
C -1.189 1.163 3.086 0.014 0.012 0.034
N -0.109 0.150 2.946 -0.138 0.019 -0.014
C 1.241 0.622 3.340 0.007 0.013 0.010
C 1.926 1.366 2.208 -0.003 -0.011 0.024
N 1.757 0.622 0.944 0.030 0.003 -0.010
H -0.822 1.787 -0.092 -0.060 -0.005 -0.025
H -2.293 1.130 0.257 0.008 -0.025 -0.008
H -2.242 2.640 1.956 0.005 0.000 -0.008
H -0.509 2.745 1.761 0.002 0.000 0.000
H -2.118 0.614 3.245 -0.004 0.000 0.005
H -1.025 1.784 3.972 0.006 -0.007 -0.002
H -0.347 -0.589 3.601 0.003 -0.032 -0.043
H 1.823 -0.268 3.591 -0.001 -0.002 -0.006
H 1.189 1.245 4.238 0.003 -0.003 -0.002
H 2.978 1.509 2.457 -0.003 0.005 -0.003
H 1.504 2.361 2.069 -0.009 -0.007 -0.006
H 2.633 0.188 0.673 -0.007 -0.019 0.008
H 1.573 1.340 0.195 0.003 0.007 -0.009
C -0.839 -1.515 -3.289 -0.023 0.004 -0.026
C -0.972 -0.026 -3.581 -0.015 -0.034 -0.064
C -0.349 0.248 -4.947 -0.036 -0.050 -0.054
C -2.440 0.389 -3.567 0.013 -0.002 -0.008
O -0.286 0.667 -2.515 0.022 -0.040 0.148
Si 0.383 2.203 -2.691 0.013 0.084 -0.055
S 0.803 2.992 -0.835 0.034 0.005 -0.003
O 1.667 2.096 -3.716 -0.035 0.057 0.043
C 2.993 1.594 -3.570 0.078 -0.007 0.003
C 2.985 0.302 -2.753 -0.021 0.027 -0.011
C 3.864 2.650 -2.897 -0.026 -0.007 -0.012
C 3.495 1.312 -4.980 -0.007 0.003 -0.006
O -0.761 3.030 -3.522 0.104 0.051 0.031
C -0.672 4.257 -4.275 -0.075 -0.003 -0.027
C -2.061 4.876 -4.207 0.013 0.006 0.001
C -0.312 3.906 -5.714 -0.012 0.031 -0.006
C 0.361 5.207 -3.684 0.018 -0.023 0.002
H -1.371 -2.100 -4.040 -0.005 -0.007 0.004
H -1.263 -1.755 -2.312 0.036 0.018 -0.041
H 0.211 -1.814 -3.305 -0.011 -0.003 -0.018
H -0.880 -0.335 -5.701 -0.007 -0.003 -0.020
H 0.701 -0.047 -4.958 -0.061 0.003 -0.009
H -0.414 1.300 -5.213 -0.001 -0.099 0.003
H -3.006 -0.164 -4.317 0.002 -0.008 -0.005
H -2.524 1.455 -3.770 -0.006 -0.016 0.008
H -2.882 0.190 -2.587 0.000 -0.002 0.016
H 2.610 0.508 -1.748 -0.012 -0.001 0.016
H 3.995 -0.106 -2.678 0.012 -0.006 -0.002
H 2.336 -0.441 -3.224 0.027 0.016 0.026
H 3.479 2.887 -1.905 -0.002 0.007 0.004
H 3.862 3.563 -3.493 -0.003 -0.006 0.009
H 4.894 2.299 -2.810 0.007 -0.009 -0.005
H 2.868 0.563 -5.467 0.019 0.007 -0.003
H 4.524 0.947 -4.960 0.001 -0.001 0.001
H 3.462 2.225 -5.573 -0.001 0.002 -0.003
H -2.803 4.182 -4.604 0.000 -0.001 0.000
H -2.101 5.796 -4.792 0.001 0.002 -0.001
H -2.318 5.110 -3.173 0.001 -0.003 -0.002
H -1.073 3.255 -6.149 -0.003 0.007 -0.001
H 0.651 3.396 -5.748 0.015 0.009 -0.006
H -0.253 4.811 -6.320 0.008 -0.002 -0.007
H 0.119 5.451 -2.651 -0.013 -0.002 0.030
H 0.380 6.128 -4.269 0.002 0.002 0.016
H 1.359 4.766 -3.709 -0.004 -0.006 -0.007
C -2.934 -1.643 0.081 -0.017 0.024 -0.017
N -1.774 -2.040 0.898 0.067 0.046 0.071
C -2.256 -2.322 2.260 -0.006 -0.011 0.009
C -1.163 -3.252 0.317 -0.044 -0.016 -0.032
C 0.197 -3.517 0.920 0.009 -0.026 0.008
N 1.100 -2.359 0.746 -0.003 0.016 0.048
C 1.430 -2.155 -0.684 -0.107 -0.002 0.025
C 2.315 -2.591 1.543 0.015 -0.032 -0.017
H -3.635 -2.477 -0.031 0.004 -0.001 0.003
H -2.608 -1.320 -0.906 -0.035 0.000 0.029
H -3.458 -0.822 0.567 0.003 0.004 -0.001
H -3.005 -3.121 2.252 0.004 -0.001 0.002
H -2.713 -1.425 2.673 -0.008 0.000 -0.002
H -1.437 -2.625 2.910 0.001 0.001 -0.002
H -1.071 -3.097 -0.758 0.001 -0.006 0.002
H -1.814 -4.123 0.461 0.013 -0.003 0.022
H 0.636 -4.413 0.465 0.001 0.011 -0.009
H 0.113 -3.714 1.989 0.010 -0.011 -0.005
H 1.316 -3.084 -1.249 0.047 0.011 -0.032
H 2.453 -1.801 -0.797 -0.022 0.025 0.043
H 0.780 -1.402 -1.159 -0.028 -0.021 0.011
H 2.837 -3.495 1.215 0.001 0.002 -0.001
H 2.044 -2.707 2.592 -0.002 0.000 0.000
H 2.994 -1.747 1.451 0.004 -0.006 -0.004
```
Forces are in eV/Å.